(1)
Computed, not measured: a cluster of 2 separate species, C7H11NO2 in total, with ωB97M-V/def2-TZVPD.

```
! wB97M-V def2-TZVPD RIJCOSX def2/J DEFGRID3
* xyz 0 1
C -0.11378 0.05528 -2.65037
H -0.69324 -2.79624 1.72234
C -0.14129 -1.75657 1.92494
N -0.50051 -0.18503 -1.30303
C 0.15122 -1.02371 -0.46119
H 0.88460 -1.85183 -0.82207
H -0.47865 -1.26005 2.81179
H 3.55564 3.22723 0.82755
C -0.52659 -0.95453 0.75297
C -1.46473 0.54736 -0.63148
O 2.98825 3.44869 -0.01443
C -1.54226 0.00215 0.63280
H -0.02066 -0.94519 -3.03391
H -2.19017 1.09657 -1.22896
H 0.95398 -2.01635 1.89965
O 1.66713 2.24989 1.03727
C 1.85449 2.83511 -0.11763
H -2.35276 0.17372 1.39035
H 0.81989 1.85725 0.94019
H -0.93021 0.45463 -3.29031
H 0.93651 0.53413 -2.81515
*
```

E_tot in eV: -13019.51218
LUMO energy in hartree: 0.03297
Orbital gap in hartree: 0.332
Energy above the lowest of the compared OMol25 structures with the same formula, charge and spin in eV: 3.770

(2)
Computed, not measured: the molecule C4H4O, with ωB97M-V/def2-TZVPD.

```
! wB97M-V def2-TZVPD RIJCOSX def2/J DEFGRID3
* xyz 0 1
C 1.30848 0.98658 -0.84769
H 1.06774 -1.12527 -1.12740
C -0.01672 -0.01491 0.53027
C -0.03870 1.28637 -0.34819
H -0.93090 -0.56720 0.40788
O 2.05455 1.41477 -1.68170
H 0.31557 0.02587 1.69810
H -0.82181 1.40543 -1.06125
C 1.18988 -0.42600 -0.29638
*
```

E_tot in eV: -6255.66913
LUMO energy (spin up / spin down) in hartree: -0.04479 / -0.04074
Orbital gap (spin up / spin down) in hartree: 0.298 / 0.301
Energy above the lowest of the compared OMol25 structures with the same formula, charge and spin in eV: 3.710

(3)
Computed, not measured: the molecule C2Cl2F2O2S2, with ωB97M-V/def2-TZVPD.

```
! wB97M-V def2-TZVPD RIJCOSX def2/J DEFGRID3
* xyz 0 1
S 0.16485 0.04408 -1.36505
C -0.61370 -1.04199 -0.00358
O -0.80878 1.00339 -1.88352
S -0.30336 0.08354 1.47666
F -1.92742 -1.26281 -0.33376
Cl 0.22979 -2.54056 0.10067
O -1.42620 1.02858 1.41940
F 1.22174 2.05427 0.01006
C 0.81483 0.82699 0.15755
Cl 2.64825 -0.19550 0.42156
*
```

E_tot in eV: -58315.03391
LUMO energy in hartree: -0.05053
Orbital gap in hartree: 0.321
Energy above the lowest of the compared OMol25 structures with the same formula, charge and spin in eV: 0.000

(4)
Computed, not measured: a structure of composition C5H7Br2Cl, with ωB97M-V/def2-TZVPD.

```
! wB97M-V def2-TZVPD RIJCOSX def2/J DEFGRID3
* xyz 0 1
Br -0.99756 2.88534 1.40506
H 0.19020 1.00344 -1.85406
Br -2.33931 0.04726 2.14420
Cl 1.57407 2.25119 -0.26361
C 0.45251 -1.73516 0.22678
H 2.01352 0.30668 1.17843
H -0.45730 -2.36397 0.06494
C 0.52824 -0.22496 -0.25310
H -0.18597 -0.67269 -2.18392
C -0.26418 0.09357 -1.42964
C -2.34050 1.65430 1.07561
H -1.35660 0.44008 -1.25801
C 1.32840 0.59620 0.35452
H 0.78102 -2.07032 1.32440
H 1.07345 -2.21096 -0.53160
*
```

E_tot in eV: -157901.44519
LUMO energy in hartree: -0.04387
Orbital gap in hartree: 0.291
Energy above the lowest of the compared OMol25 structures with the same formula, charge and spin in eV: 2.331

(5)
Computed, not measured: a cluster of 2 separate species, C4H8NO2 in total, with ωB97M-V/def2-TZVPD.

```
! wB97M-V def2-TZVPD RIJCOSX def2/J DEFGRID3
* xyz -1 1
O -0.39130 -2.65755 -0.62668
C 0.02857 -2.40651 -1.76029
H -1.33355 0.75113 -0.29701
C -0.47959 1.12509 0.27158
H 1.69789 0.93805 0.48476
N 0.22007 2.23683 -0.18519
H -0.64399 -2.59126 -2.63300
H -1.56763 1.64546 2.03334
C 0.89762 0.54564 -0.13347
H 0.21031 1.32454 2.27628
C -0.70954 1.02460 1.77605
H 1.06961 0.53060 -1.20872
H 0.83084 -0.55094 0.00391
H -0.97070 0.01291 2.09653
O 1.14138 -1.92860 -2.09810
*
```

E_tot in eV: -9860.11993
LUMO energy in hartree: 0.13825
Orbital gap in hartree: 0.298
Energy above the lowest of the compared OMol25 structures with the same formula, charge and spin in eV: 4.667

(6)
Computed, not measured: the molecule C4H13BN2, with ωB97M-V/def2-TZVPD.

```
! wB97M-V def2-TZVPD RIJCOSX def2/J DEFGRID3
* xyz 0 1
B 0.28895 -0.01060 -0.14869
H -1.06347 -0.70507 2.71571
H -0.82629 0.30312 -2.87672
N 0.24227 -0.19145 1.16100
H 1.37029 1.41969 1.23241
N -1.12502 -0.89004 -1.10795
C -1.61799 0.04254 -2.14205
H 2.29497 0.66906 -0.92883
C 0.98251 0.82305 1.98137
C -0.47835 -1.24871 1.87678
H 0.20929 1.31355 2.42968
H 0.91852 1.67330 -1.33788
H -2.09771 1.08234 -1.81233
H -1.14914 -1.70510 1.14922
C 1.29902 0.68648 -1.20500
H 1.80398 0.41545 2.63513
H -2.35443 -0.43713 -2.64477
H 1.18175 0.05859 -2.02873
H 0.15853 -1.90480 2.37344
H -1.83438 -1.08141 -0.47905
*
```

E_tot in eV: -8014.16521
SMILES: CNB(C)N(C)C
LUMO energy in hartree: 0.02483
Orbital gap in hartree: 0.317
Energy above the lowest of the compared OMol25 structures with the same formula, charge and spin in eV: 1.883

(7)
Computed, not measured: the molecule C4H6N4, with ωB97M-V/def2-TZVPD.

```
! wB97M-V def2-TZVPD RIJCOSX def2/J DEFGRID3
* xyz 0 1
H 0.96779 -2.83921 0.21537
C 0.09467 1.13449 0.28613
C 0.94015 -0.72960 -0.20713
H -0.88279 -1.86950 -0.61589
N -0.39944 -0.79677 -0.50048
H 2.15899 -2.35379 -1.38152
C -1.18981 0.13738 -0.16759
C 1.78154 -2.15598 -0.27143
H -1.18066 2.40137 0.85389
N -2.35102 0.49551 -0.06666
N -0.13284 2.26712 0.78099
N 1.37688 0.36421 0.24557
H -2.99640 -0.12971 -0.55859
H 2.71873 -1.83751 0.43092
*
```

E_tot in eV: -10202.61944
SMILES: [H]/N=C1\NC(C)=N\C1=N\[H]
LUMO energy in hartree: 0.01346
Orbital gap in hartree: 0.356
Energy above the lowest of the compared OMol25 structures with the same formula, charge and spin in eV: 3.320

(8)
Computed, not measured: a structure of composition C26H28BrN4OPbS4, with ωB97M-V/def2-TZVPD.

```
! wB97M-V def2-TZVPD RIJCOSX def2/J DEFGRID3
* xyz -1 1
H 3.76505 1.46316 -4.14637
H -2.17977 4.16072 -0.77140
C -1.37051 3.71029 -1.34865
C 2.18096 0.74925 -2.85863
H 1.52706 3.27726 0.48045
C -0.64809 -4.15402 -1.96869
N 2.37278 -2.37132 0.85171
Br -2.77406 -5.82126 -2.86598
H 0.46904 4.61896 0.91127
S 1.80871 0.19821 3.64234
C 0.17504 1.79894 -1.43498
C -0.25326 -1.41417 7.07278
H 2.26965 2.41080 -4.26163
H -3.12333 1.62434 -2.36606
H -1.63772 1.16130 3.51358
C -2.00489 -4.40226 -1.87743
C -0.27213 -1.48011 4.42493
H 0.92263 -2.87958 -1.23827
C -2.18744 -2.59349 -0.36147
C -0.91196 2.41011 -0.65961
H -1.72182 3.50545 -2.36052
H -2.07657 0.21712 -2.21800
C -0.13926 -3.09989 -1.22365
C -2.36787 1.34298 0.81898
H 0.95808 3.45290 2.14459
C -3.49116 0.59946 1.46538
H 1.15564 -1.09006 -3.39982
S 1.04272 -0.39214 6.44778
H 0.83390 0.25740 -4.49716
H -3.62787 0.25527 -1.37330
C 5.49043 -3.11106 -0.18627
S -0.81919 -1.96282 2.83148
C -1.39297 2.14403 3.10391
H -3.86189 -3.80572 -0.96223
H -3.11395 -0.24256 2.05137
H -0.54180 4.41610 -1.41443
C -2.09203 1.46681 -0.48841
C 2.93124 1.87829 -3.57642
C -2.80205 -3.62144 -1.06050
C -2.77041 0.85936 -1.66792
C 1.07664 1.32639 -2.07432
C 3.14059 0.00324 -1.92375
O -0.48104 -1.58203 8.24516
N 4.57549 -3.42496 0.70697
H 3.95446 -0.44550 -2.49740
H -4.03278 1.24902 2.15768
H 2.62717 -0.79258 -1.38435
C 0.74222 -0.65321 4.73331
N -0.88884 -2.32603 -0.44420
N 6.33685 -2.90628 -0.95239
C -0.50893 2.70887 0.77547
H -0.42553 2.42805 3.51415
H -2.76504 -1.95931 0.30148
Pb 0.79209 -0.58888 1.30205
C -1.37040 2.10552 1.60864
H -0.00173 -4.76026 -2.58633
C 3.44529 -2.83696 0.77300
S -1.15945 -2.18815 5.76822
H -2.14627 2.84999 3.46654
C 0.67086 3.55943 1.09882
C 1.60302 -0.22619 -3.89311
H 3.32755 2.59440 -2.85585
H 2.39671 -0.58012 -4.55462
H 3.57527 0.68186 -1.18809
H -4.20511 0.22709 0.73017
*
```

E_tot in eV: -154058.12248
LUMO energy in hartree: 0.07438
Orbital gap in hartree: 0.244
Energy above the lowest of the compared OMol25 structures with the same formula, charge and spin in eV: 0.000